Below is the ion C4H8NO2 with charge +1 in a non-equilibrium geometry, with properties calculated with the ωB97M-V functional and the def2-TZVPD basis.

```
15
Properties=species:S:1:pos:R:3:forces:R:3:lowdin_charge:R:1
H 1.6350 1.0193 -0.8999 0.6 -0.4 1.0 0.11
O 1.6872 -1.6426 0.9470 0.0 0.7 -0.5 0.21
H -0.4409 -1.8938 1.6087 -0.8 0.6 -1.3 0.15
O -0.4770 0.5489 -0.7028 2.1 -0.8 1.5 -0.08
C 2.1464 0.6113 0.0165 -0.3 1.1 -0.6 0.04
C -0.9629 -1.2620 0.8268 1.9 3.7 0.1 0.25
H -2.2480 -0.2606 -1.2285 -0.6 -0.7 -0.8 0.10
H 2.2498 1.4761 0.7622 -0.4 -1.6 -0.7 0.15
H -1.7747 1.4465 -1.6020 -0.9 1.6 -2.2 0.09
H 3.1114 0.2717 -0.2668 1.1 0.0 -0.2 0.09
C -1.8376 0.6726 -0.9355 -0.5 -0.1 2.1 -0.02
H -2.3054 1.0464 -0.0253 -0.4 0.0 0.1 0.12
C 1.4265 -0.6070 0.4586 -0.5 1.2 0.9 -0.31
N -0.1486 -0.2988 0.3010 -2.2 -4.8 0.7 -0.03
H -2.0612 -1.1281 0.7399 0.9 -0.5 -0.1 0.12
```
Forces are in eV/Å.

The LUMO energy is -5.775 eV. Its total charge is +1. The relative energy (zero: lowest compared OMol25 entry of this formula, charge and spin) is 394.64 kJ/mol. For the maximum force, the calculation gives 0.1038 Eh/bohr. Its highest occupied orbital energy is -15.93 eV. The SMILES is C=[N+](OC)C(C)=O.

---

Below is the ion C4H8NO2 with charge +1 in a non-equilibrium geometry, with properties calculated with the ωB97M-V functional and the def2-TZVPD basis.

```
15
Properties=species:S:1:pos:R:3:forces:R:3:lowdin_spin:R:1
O 0.2108 -2.1573 -0.0707 -1.7 1.7 -0.2 0.23
H 1.7972 0.7416 -0.4343 0.0 -1.4 0.8 0.01
N -1.2804 1.3102 -0.0836 -0.7 -2.0 -1.4 0.08
C -2.5329 -0.9542 0.1813 4.0 4.1 -0.5 0.13
H -1.4122 1.5163 0.9193 0.4 0.9 -0.5 0.02
H -2.2772 1.3977 -0.5389 1.5 -0.9 1.1 0.01
H -2.3592 -1.9137 0.5018 -0.2 -2.5 0.5 0.01
O -3.4518 -0.2409 -0.0548 -0.6 0.0 -0.2 0.16
H 1.0124 -2.3865 -0.5093 1.2 -1.3 -0.4 0.01
C 0.3048 -0.7916 -0.0185 6.8 -2.4 0.0 0.57
H 2.3724 -0.9106 -0.3873 1.6 -1.3 -0.4 0.00
C -0.8658 -0.1391 -0.0553 -10.7 1.0 0.7 0.68
C 1.7273 -0.2750 0.1177 -3.4 3.1 -2.3 0.06
H -0.6811 1.8724 -0.6819 0.4 0.7 0.7 0.00
H 1.8881 -0.0771 1.1168 1.2 0.1 2.3 0.02
```
Forces are in eV/Å.

The LUMO energy (spin up / spin down) is -3.826 / -7.120 eV. Its total charge is +1. Its spin multiplicity is 3. The relative energy (zero: lowest compared OMol25 entry of this formula, charge and spin) is 261.56 kJ/mol. For the maximum force, the calculation gives 0.2089 Eh/bohr. Its highest occupied orbital energy (spin up / spin down) is -9.87 / -14.36 eV.

---

Below is a structure of composition C4H8NO2P in a non-equilibrium geometry, with properties calculated with the ωB97M-V functional and the def2-TZVPD basis.

```
16
Properties=species:S:1:pos:R:3:forces:R:3:lowdin_charge:R:1
H 1.3317 1.6382 2.2649 0.3 -0.5 -0.4 0.10
H 1.9236 0.7141 1.0145 0.3 -0.1 -0.8 0.09
H -0.4999 1.7059 -0.5826 0.1 -1.5 -0.7 0.04
P -2.0840 -0.1500 -0.8872 -0.6 -0.4 -0.9 0.82
O 0.7448 -1.7844 1.3910 -1.2 -0.9 -0.7 0.08
N 1.2862 0.7419 1.7725 -1.4 1.4 2.2 0.06
C -1.8532 -1.4312 -1.9701 -3.1 0.5 0.1 -0.31
H -0.9102 -1.8773 -2.1419 0.8 -0.5 -0.5 -0.03
H 0.1928 0.3122 -1.5697 1.7 -0.6 -0.7 0.00
H -2.8514 -1.9287 -2.3562 2.4 0.8 0.7 0.03
H 1.5092 -1.3901 1.8399 -0.6 0.5 0.0 0.10
O -1.4539 -1.3694 0.8522 1.7 -0.3 1.3 -0.13
C -0.0559 0.3902 1.5304 2.2 -1.0 -3.7 -0.12
C -0.4768 0.5932 -0.8234 -1.5 2.5 2.8 -0.26
C -0.3374 -0.9446 1.2214 0.4 -2.2 0.3 -0.57
H -0.9375 0.8514 1.7718 -1.4 2.2 1.0 0.10
```
Forces are in eV/Å.

The LUMO energy (spin up / spin down) is -0.939 / -0.823 eV. Its total charge is 0. The relative energy (zero: lowest compared OMol25 entry of this formula, charge and spin) is 489.50 kJ/mol. For the maximum force, the calculation gives 0.0854 Eh/bohr. Its highest occupied orbital energy (spin up / spin down) is -7.97 / -7.92 eV.

---

Below is a cluster of 2 separate species, C4H8NO3 in total in a non-equilibrium geometry, with properties calculated with the ωB97M-V functional and the def2-TZVPD basis.

```
16
Properties=species:S:1:pos:R:3:forces:R:3:lowdin_charge:R:1
C 0.2862 2.2649 0.2752 3.5 -0.2 -0.5 -0.49
H 0.4966 -2.3874 1.4783 -1.1 1.4 -0.7 0.08
H -1.2373 -2.6819 1.2658 0.1 1.3 -0.1 0.06
H -0.6003 -0.8850 0.8906 -0.2 -1.6 1.0 0.04
H -1.1607 3.4202 1.2734 -0.8 1.8 0.4 0.04
C -0.2195 -2.3169 -0.5899 0.3 1.2 0.4 -0.80
C -0.4249 -2.0010 0.9035 0.5 -1.6 0.9 -0.07
O 0.8770 -1.8126 -0.9868 -0.7 -0.8 -0.7 -0.13
H 1.7088 0.9652 -0.4966 -1.2 -0.1 0.4 0.13
O -1.1908 -2.8478 -1.1630 0.8 -0.1 -0.5 -0.09
H -0.9529 1.7936 2.1176 1.3 1.1 0.1 0.08
N 0.8220 0.9784 0.0326 1.9 7.0 -0.9 0.18
H 0.4189 0.1657 0.2111 -2.0 -4.2 0.7 -0.04
O 0.9341 3.2648 -0.1628 -2.2 -2.1 1.1 -0.05
H -1.7341 1.7216 0.8105 0.4 1.6 -0.6 0.10
C -0.9176 2.4202 1.1981 -0.6 -4.6 -1.1 -0.02
```
Forces are in eV/Å.

The LUMO energy is 3.465 eV. Its total charge is -1. The relative energy (zero: lowest compared OMol25 entry of this formula, charge and spin) is 179.81 kJ/mol. For the maximum force, the calculation gives 0.1415 Eh/bohr. Its highest occupied orbital energy is -4.26 eV.

---

Below is a cluster of 2 separate species, C4H8NO3 in total in a non-equilibrium geometry, with properties calculated with the ωB97M-V functional and the def2-TZVPD basis.

```
16
Properties=species:S:1:pos:R:3:forces:R:3:lowdin_charge:R:1
C -0.3681 -0.6179 0.2436 -0.1 2.8 0.8 -0.23
C -0.4304 -0.1003 1.6270 -2.3 1.5 -1.5 -0.41
H -0.0800 1.9419 0.0879 -0.2 0.3 -0.3 0.07
N 0.4419 0.0159 -0.6536 0.8 0.4 -0.3 -0.06
H 0.0533 -0.0190 -1.6595 -0.6 -0.5 0.0 0.04
C 0.4013 -1.6018 1.3368 2.6 -0.9 -2.5 -0.30
H 1.4928 -1.4752 1.2490 0.2 0.7 0.4 0.14
H 0.8022 1.8278 -1.4964 -0.1 0.4 0.0 0.07
H 1.6322 1.6174 0.0817 0.1 0.1 -0.1 0.06
C 0.7108 1.4675 -0.4804 0.3 -1.1 0.3 -0.11
O 0.3565 0.7011 2.1301 1.0 0.3 0.6 -0.02
O -0.9603 0.5102 -2.7405 0.2 -0.1 0.0 -0.49
H -1.3264 -0.3943 2.1726 -0.2 -0.6 0.3 0.14
H -1.1776 -1.1825 -0.1953 -0.2 -0.3 0.4 0.16
O -0.0726 -2.6338 1.6164 -1.4 -3.0 1.6 0.09
H -1.4758 -0.0570 -3.3192 0.1 -0.1 0.0 -0.14
```
Forces are in eV/Å.

The LUMO energy is 3.306 eV. Its total charge is -1. The relative energy (zero: lowest compared OMol25 entry of this formula, charge and spin) is 548.75 kJ/mol. For the maximum force, the calculation gives 0.0724 Eh/bohr. Its highest occupied orbital energy is -3.69 eV.

---

Below is a cluster of 2 separate species, C4H8NO3 in total in a non-equilibrium geometry, with properties calculated with the ωB97M-V functional and the def2-TZVPD basis.

```
16
Properties=species:S:1:pos:R:3:forces:R:3:lowdin_charge:R:1
O -0.7150 -1.6024 1.2130 -0.3 -0.2 -0.2 0.03
H 0.7081 -3.7260 1.9031 -0.3 -0.1 -0.2 0.07
O 0.5422 1.5617 -0.5383 -0.7 0.3 0.1 -0.15
H -2.3222 1.7587 0.0529 0.3 0.0 0.1 0.06
C 1.2446 -2.7886 1.8548 0.7 0.2 0.3 -0.04
C -0.5172 1.7933 -1.2204 1.5 -0.9 -0.8 -0.75
H -2.4904 0.9969 -1.5064 -0.1 -0.1 -0.2 0.05
O -0.5145 2.3056 -2.3579 -0.6 0.3 0.5 -0.09
N 1.2772 -0.9292 0.3069 0.0 0.0 0.3 0.15
H 2.1345 -0.6044 0.7406 0.1 -0.4 -0.3 0.10
H 0.8173 -0.1340 -0.1522 -0.2 0.6 0.1 0.04
H 1.4315 -2.4896 2.8934 0.0 0.1 -0.1 0.07
C 0.4914 -1.7011 1.1132 0.1 -0.2 0.1 -0.60
H -1.5457 0.1940 -0.2299 -0.1 -0.1 0.2 0.03
H 2.2041 -2.9472 1.3607 0.0 -0.1 0.2 0.06
C -1.7950 1.1466 -0.6863 -0.4 0.3 -0.1 -0.04
```
Forces are in eV/Å.

The LUMO energy is 3.512 eV. Its total charge is -1. The relative energy (zero: lowest compared OMol25 entry of this formula, charge and spin) is 66.51 kJ/mol. For the maximum force, the calculation gives 0.0372 Eh/bohr. Its highest occupied orbital energy is -4.09 eV.

---

Below is the ion C4H8NO3 with charge -1 in a non-equilibrium geometry, with properties calculated with the ωB97M-V functional and the def2-TZVPD basis.

```
16
Properties=species:S:1:pos:R:3:forces:R:3:lowdin_charge:R:1
C 0.0778 1.4545 -0.2728 -0.5 0.5 -0.4 -0.22
O -0.9532 2.4567 -0.3378 0.1 0.0 0.2 -0.08
H -0.9567 2.8691 -1.2011 0.1 -0.1 -0.2 0.06
H -1.1481 -1.4717 0.9011 0.1 -0.1 0.0 0.11
H 0.5008 1.5276 0.7251 0.1 -0.1 0.1 0.11
O 0.9185 -2.5619 0.9729 -0.1 -0.1 0.1 -0.32
H 0.8614 1.6602 -1.0040 0.1 0.0 0.0 0.11
H -0.9676 0.0228 -1.5011 -0.2 0.3 0.0 0.14
C -1.4008 -0.4587 0.5432 0.1 0.3 0.0 -0.21
N 0.7038 -0.8623 -0.6769 0.0 0.2 -0.3 -0.05
H 2.4073 -1.2474 0.4874 0.1 0.0 0.0 0.07
C -0.4379 0.0492 -0.5450 0.4 -0.9 0.5 -0.34
O -2.3363 0.1612 0.9945 -0.1 0.0 -0.1 0.02
H 0.3732 -1.7309 -1.0915 0.1 0.1 0.0 0.08
H 1.0461 -0.5173 1.3633 0.0 -0.1 0.1 0.08
C 1.3115 -1.3511 0.6427 -0.1 0.2 -0.2 -0.57
```
Forces are in eV/Å.

The LUMO energy is 3.471 eV. Its total charge is -1. The relative energy (zero: lowest compared OMol25 entry of this formula, charge and spin) is 380.43 kJ/mol. For the maximum force, the calculation gives 0.0214 Eh/bohr. Its highest occupied orbital energy is -2.95 eV. The SMILES is O=C[C@@H](CO)NC[O-].

---

Below is a structure of composition C4H8NO3 in a non-equilibrium geometry, with properties calculated with the ωB97M-V functional and the def2-TZVPD basis.

```
16
Properties=species:S:1:pos:R:3:forces:R:3:lowdin_charge:R:1
H -1.2616 0.7397 0.5504 1.6 1.0 -1.5 0.18
H -2.2875 -0.5736 1.4679 0.2 0.6 1.0 0.14
C 0.0471 -0.8717 0.1987 0.8 0.1 0.7 -0.24
C -1.2126 -0.2382 -0.2938 -0.7 0.6 1.0 -0.08
H 0.7456 0.7700 -1.7115 -0.1 0.1 -0.1 0.05
C 2.3116 0.2445 0.3236 0.4 -0.6 -0.2 -0.87
H 0.6348 -1.4136 -0.5497 -0.3 0.1 -0.2 0.10
H 1.3570 0.6092 -2.0926 0.1 0.0 -0.1 0.09
H -1.5096 -0.1263 -1.3290 0.7 0.9 -0.1 0.13
H -0.2007 -1.5999 0.9828 0.0 0.0 0.0 0.11
N 0.9275 0.1820 0.7549 -0.3 0.0 -0.1 0.00
O -3.4031 0.5763 0.1993 0.9 0.2 0.5 -0.08
C -2.3285 0.0492 0.5681 -3.3 -3.2 -1.1 -0.43
H 0.5598 1.1145 0.6152 0.0 -0.1 0.1 0.08
O 2.8112 -0.8436 -0.0278 -0.1 -0.1 0.0 -0.09
O 2.8090 1.3814 0.3436 0.0 0.3 0.2 -0.09
```
Forces are in eV/Å.

The LUMO energy is 3.526 eV. Its total charge is -1. The relative energy (zero: lowest compared OMol25 entry of this formula, charge and spin) is 456.76 kJ/mol. For the maximum force, the calculation gives 0.0915 Eh/bohr. Its highest occupied orbital energy is -4.55 eV.

---

Below is a cluster of 2 separate species, C4H8NO3 in total in a non-equilibrium geometry, with properties calculated with the ωB97M-V functional and the def2-TZVPD basis.

```
16
Properties=species:S:1:pos:R:3:forces:R:3:lowdin_spin:R:1
O -2.8124 0.2043 -0.1173 1.0 0.1 0.1 0.00
C -0.0547 0.5933 1.5887 -2.2 0.1 5.6 0.00
O 0.8888 0.8111 2.3688 -0.1 0.2 -1.7 0.00
C 0.7709 -1.0975 -1.9098 0.1 0.4 0.3 0.11
H -1.0979 -0.5974 -0.9440 0.0 0.0 0.6 0.00
H 0.7013 -0.2441 -2.6356 0.2 -0.5 0.2 0.05
H 0.3321 -1.9529 -2.4609 0.0 0.2 0.2 0.04
H 1.5177 0.7500 0.0375 0.0 -0.1 0.4 0.00
H -3.4986 0.0359 0.5372 0.0 0.2 -0.2 0.00
H -1.4101 1.1389 0.0380 -2.1 -0.8 1.0 0.00
N -0.5618 1.4506 0.5400 5.1 -1.4 -2.3 -0.01
O 2.0788 -1.3611 -1.6534 0.1 0.1 -0.3 0.81
C -0.0480 -0.7356 -0.6411 0.2 -0.3 -1.5 0.00
C 0.4801 0.4448 0.0637 -2.0 2.1 -2.3 0.00
H -0.8185 -0.1041 1.9499 -0.1 -0.4 -0.5 0.00
H -0.0074 -1.6001 0.0344 0.0 0.1 0.1 0.00
```
Forces are in eV/Å.

The LUMO energy (spin up / spin down) is -3.849 / -3.846 eV. Its total charge is 0. Its spin multiplicity is 2. The relative energy (zero: lowest compared OMol25 entry of this formula, charge and spin) is 754.28 kJ/mol. For the maximum force, the calculation gives 0.1171 Eh/bohr. Its highest occupied orbital energy (spin up / spin down) is -8.40 / -8.40 eV.

---

Below is a cluster of 2 separate species, C4H8NO3 in total in a non-equilibrium geometry, with properties calculated with the ωB97M-V functional and the def2-TZVPD basis.

```
16
Properties=species:S:1:pos:R:3:forces:R:3:lowdin_spin:R:1
C 0.8614 -2.4395 1.3035 2.4 -1.5 0.8 0.00
H -2.6668 1.8695 -0.8464 1.0 -0.3 0.5 0.00
H 2.3777 -0.0026 0.5491 0.4 -0.5 0.5 0.00
O 0.5302 1.6040 -1.3010 -1.1 0.8 -2.6 0.05
N 1.4128 -0.1370 0.3367 -0.3 1.5 -0.4 0.00
C 0.6489 -1.2344 0.5073 -2.9 1.8 -2.3 0.00
H -0.0845 -2.9836 1.4365 0.4 0.6 0.2 0.00
O -1.2531 1.6513 -2.7472 -0.3 0.0 -1.0 0.73
H 1.4194 -2.1765 2.2336 -0.7 -0.5 -0.4 0.00
C -1.5957 1.8539 -0.4820 -3.9 1.2 -0.1 0.11
H -1.5097 1.0705 0.2673 0.5 -0.2 -0.3 0.01
C -0.6620 1.6704 -1.6549 2.8 -0.1 3.1 0.09
H -1.4994 2.8709 -0.0488 0.6 -0.6 -0.4 0.01
O -0.4629 -1.1676 -0.0744 0.4 -0.3 0.5 0.00
H 0.9487 0.7157 -0.2405 1.2 -2.6 1.5 0.00
H 1.5349 -3.1652 0.7613 -0.5 0.8 0.4 0.00
```
Forces are in eV/Å.

The LUMO energy (spin up / spin down) is 0.852 / -3.851 eV. Its total charge is 0. Its spin multiplicity is 2. The relative energy (zero: lowest compared OMol25 entry of this formula, charge and spin) is 101.93 kJ/mol. For the maximum force, the calculation gives 0.0806 Eh/bohr. Its highest occupied orbital energy (spin up / spin down) is -9.08 / -9.08 eV.

---

Below is the ion C4H8NO4 with charge +1 in a non-equilibrium geometry, with properties calculated with the ωB97M-V functional and the def2-TZVPD basis.

```
17
Properties=species:S:1:pos:R:3:forces:R:3:lowdin_charge:R:1
O 1.1038 -1.4189 -0.2617 -1.2 -1.1 0.8 0.12
H 0.6053 1.9109 -0.1201 -1.3 -0.2 -0.3 0.15
H -0.7175 -0.7139 2.0158 1.3 -0.3 0.8 0.18
H 2.7881 -0.9213 -1.7806 0.0 -0.6 0.6 0.15
C -1.2693 -0.3720 -0.7342 -2.5 -0.7 -1.6 -0.13
H -1.0755 -1.4128 -0.6071 -0.3 -0.8 1.0 0.12
N -0.3552 0.0655 1.4944 -2.4 1.8 -1.7 0.13
H -2.0809 -0.4056 -1.5739 0.8 0.8 2.1 0.19
O 1.1241 1.4625 0.5376 3.0 -0.1 1.9 0.20
O -0.1426 0.0936 -1.4319 2.4 0.2 -0.6 0.03
C 0.8270 0.5531 1.3956 -2.4 -0.5 -0.7 -0.13
C 0.9735 -0.6328 -1.1558 1.9 -0.4 0.3 -0.62
C -1.4710 0.4689 0.5643 -0.3 -4.7 0.9 -0.02
O 2.0407 -0.3307 -1.8608 -1.3 2.2 -2.1 0.20
H 1.4640 0.0344 2.0542 2.1 0.4 0.4 0.18
H -1.4835 1.4255 0.2281 0.1 3.2 -0.1 0.09
H -2.3310 0.1936 1.2360 0.2 0.6 -1.6 0.16
```
Forces are in eV/Å.

The LUMO energy is -3.911 eV. Its total charge is +1. The relative energy (zero: lowest compared OMol25 entry of this formula, charge and spin) is 0.00 kJ/mol. For the maximum force, the calculation gives 0.0932 Eh/bohr. Its highest occupied orbital energy is -15.02 eV. The SMILES is O=C(O)OCC/[NH+]=C\O.

---

Below is a cluster of 2 separate species, C4H8NO5P in total in a non-equilibrium geometry, with properties calculated with the ωB97M-V functional and the def2-TZVPD basis.

```
19
Properties=species:S:1:pos:R:3:forces:R:3:lowdin_charge:R:1
O 0.9461 -2.2046 -1.2856 -0.1 0.3 0.6 -0.47
C -0.5733 -0.3308 1.3910 2.7 0.1 -1.5 -0.17
P 1.7357 -0.9038 -1.2471 0.2 0.1 2.8 0.23
C -1.3683 2.3699 1.3351 0.5 0.1 -1.2 -0.40
H -0.9602 0.1938 -1.8706 0.0 1.4 -1.7 0.04
C 0.9545 0.5091 -0.3394 -0.2 -2.2 0.3 -0.31
H 0.0905 0.3179 1.9821 -0.4 -0.4 0.6 0.06
H 1.0332 1.3689 -0.9304 0.1 1.6 -1.0 -0.04
C -1.2840 -0.2516 -0.9943 -0.5 -2.0 2.6 -0.14
H 2.3808 -1.4357 0.6184 -0.5 -0.4 1.6 -0.06
H -0.1343 -1.3675 1.4168 -0.7 0.5 0.1 0.08
O 2.5042 -0.5959 -2.4596 1.0 1.1 -1.9 -0.45
H -1.1331 -1.3367 -1.2225 0.4 0.5 0.6 0.05
N -0.4315 0.3175 0.1001 -0.4 -0.6 -1.8 -0.38
O 2.9930 -1.1117 -0.0152 0.2 -0.5 -1.9 -0.33
O -0.3817 2.8717 0.8896 -3.1 -0.5 2.0 0.12
O -2.4227 2.0029 1.7909 2.8 1.2 -1.0 0.09
H -1.5906 -0.2060 1.5705 -1.9 -0.6 1.3 0.02
H -2.3582 -0.2074 -0.7297 0.0 0.7 -0.3 0.05
```
Forces are in eV/Å.

The LUMO energy is 5.395 eV. Its total charge is -2. The relative energy (zero: lowest compared OMol25 entry of this formula, charge and spin) is 500.27 kJ/mol. For the maximum force, the calculation gives 0.0726 Eh/bohr. Its highest occupied orbital energy is 1.94 eV.